Here is 18 unconnected molecules or ions with the total composition C78H204N24O30 at a distorted geometry from the Open Molecules 2025 dataset. Energies are from wB97M-V/def2-TZVPD.

Calculated values
* 2S+1: 1
* max |F|: 0.0620 Eh/bohr

Each line ends with the Mulliken charge.
CARTESIAN COORDINATES (ANGSTROEM)
C1 -5.9998 3.6600 1.3233  0.35
O1 -7.1154 3.2442 1.0852  -0.68
N1 -5.4141 4.5552 0.4975  -0.22
N2 -5.2931 3.2216 2.4135  0.08
H1 -5.9677 4.7602 -0.3121  0.21
H2 -4.4367 4.6433 0.4739  -0.01
H3 -6.0006 2.7717 2.9420  0.19
H4 -4.6505 3.8199 2.9059  0.10
C2 -2.0993 5.8454 2.0139  0.16
O2 -2.7588 4.9509 2.5343  -0.34
N3 -1.2500 5.5280 1.0369  0.19
N4 -2.1385 7.0659 2.5787  -0.41
H5 -1.3397 4.5918 0.6482  -0.35
H6 -0.4420 6.0635 0.7852  0.14
H7 -2.1271 7.9191 2.0264  0.25
H8 -2.9145 7.0521 3.2409  0.31
C3 -3.6483 -5.6292 1.4613  0.81
O3 -4.0486 -6.6708 0.8737  -0.92
N5 -3.5080 -4.4748 0.8572  0.66
N6 -3.3731 -5.6483 2.7329  -0.31
H9 -3.2623 -3.6455 1.3818  -0.11
H10 -4.0171 -4.3926 -0.0203  -0.09
H11 -2.9134 -4.8820 3.1561  0.21
H12 -3.4960 -6.5699 3.1252  0.23
C4 -2.1983 -1.6183 3.3474  -0.53
O4 -2.6588 -2.6548 2.8360  -0.71
N7 -2.3242 -0.4559 2.7726  1.94
N8 -1.5794 -1.6480 4.5276  0.09
H13 -2.8998 -0.5983 1.9515  -1.15
H14 -1.8424 0.4215 2.9428  -0.69
H15 -1.7920 -2.5595 4.9005  0.26
H16 -1.1957 -0.9139 5.0831  -0.01
C5 -4.9588 -4.9598 -2.5038  0.61
O5 -4.5785 -3.9477 -1.9350  -0.59
N9 -4.9880 -6.0677 -1.7945  -0.30
N10 -5.3093 -4.7466 -3.7709  -0.21
H17 -4.5170 -6.1320 -0.8950  0.02
H18 -5.5443 -6.8621 -2.0909  0.16
H19 -4.9102 -3.8294 -3.9867  -0.08
H20 -5.1647 -5.3904 -4.5314  0.24
C6 0.5101 6.0830 -3.0164  0.59
O6 0.2286 5.9709 -4.1732  -0.64
N11 0.3667 7.2994 -2.4055  -0.44
N12 1.0150 5.0105 -2.3360  0.01
H21 0.2570 7.9742 -3.1539  0.27
H22 0.9753 7.6025 -1.6685  0.21
H23 0.9789 4.8782 -1.3333  -0.07
H24 0.9055 4.1526 -2.8740  0.09
C7 4.0990 3.5799 3.0385  1.16
O7 4.6551 2.2511 3.2661  -0.14
C8 5.6314 1.9203 2.2517  0.31
C9 6.3275 0.6306 2.6677  -0.26
N13 7.4402 0.7971 3.6554  -0.25
C10 8.3178 -0.3341 3.7938  -0.83
C11 9.4282 -0.5347 2.7826  -0.47
O8 8.9900 -0.5497 1.4818  -0.39
C12 8.4686 -1.7656 0.9895  -0.64
H25 4.9091 4.3281 3.1144  0.49
H26 3.3336 3.7681 3.7997  -1.20
H27 3.7005 3.6966 2.0139  -0.31
H28 6.3141 2.7705 2.0698  0.32
H29 5.1066 1.7019 1.3040  -0.36
H30 6.7204 0.2135 1.7451  0.21
H31 5.5994 -0.0524 3.1215  -0.11
H32 7.9810 1.6309 3.5916  0.33
H33 7.6122 -1.1832 3.7153  0.25
H34 8.7756 -0.3506 4.7756  0.44
H35 9.9630 -1.4834 3.0303  0.34
H36 10.0738 0.3668 2.8382  0.33
H37 8.3676 -1.6321 -0.0894  0.10
H38 7.4691 -1.9772 1.3822  0.32
H39 9.0417 -2.6543 1.3065  0.45
C13 -11.1268 -2.9480 -6.3914  -0.70
O9 -9.9584 -2.5521 -5.7595  -0.27
C14 -9.6990 -3.2304 -4.5300  -0.85
C15 -8.2863 -2.9195 -4.0223  -0.30
N14 -8.1638 -1.5441 -3.6879  -0.16
C16 -6.9722 -1.1497 -2.9550  -0.18
C17 -7.0015 0.2489 -2.4114  0.54
O10 -6.7268 1.1978 -3.5004  -0.23
C18 -6.8521 2.5190 -3.0175  -0.52
H40 -12.0017 -2.5389 -5.7889  0.26
H41 -11.2161 -4.0502 -6.3826  0.29
H42 -11.0872 -2.5537 -7.4110  0.22
H43 -9.7179 -4.2901 -4.7253  0.46
H44 -10.4335 -2.9118 -3.7877  0.37
H45 -7.5849 -3.3718 -4.7253  0.20
H46 -8.1506 -3.5530 -3.1436  0.25
H47 -8.3395 -0.9563 -4.5047  0.28
H48 -6.0529 -1.2652 -3.5772  -0.07
H49 -6.8290 -1.9145 -2.1685  0.02
H50 -6.1990 0.3134 -1.6652  -0.66
H51 -7.9190 0.5168 -1.8885  0.54
H52 -6.5457 3.1893 -3.8105  0.07
H53 -6.1710 2.7107 -2.1470  0.08
H54 -7.8458 2.7332 -2.5871  0.43
C19 8.7108 -3.8760 -1.8164  -1.18
O11 7.5135 -3.3389 -2.2916  0.33
C20 7.4192 -3.0211 -3.6702  -1.05
C21 5.8944 -2.8704 -3.8818  -0.50
N15 5.1630 -2.0857 -2.9142  0.24
C22 3.7164 -2.2021 -3.1813  0.64
C23 3.3074 -1.3008 -4.3406  -1.12
O12 2.9574 0.0218 -4.1855  -0.17
C24 4.0593 0.9281 -4.0238  -0.63
H55 9.5928 -3.2555 -2.0557  0.26
H56 8.7577 -4.8400 -2.3640  0.39
H57 8.6437 -4.1910 -0.7796  0.25
H58 7.8532 -3.8107 -4.2781  0.39
H59 7.9353 -2.0855 -3.9004  0.43
H60 5.4370 -3.8686 -3.8946  0.30
H61 5.7730 -2.3722 -4.8237  0.45
H62 5.4648 -2.3917 -1.9996  -0.24
H63 3.2021 -1.8585 -2.2823  -0.32
H64 3.4344 -3.2524 -3.3641  0.40
H65 2.4486 -1.7470 -4.8398  0.27
H66 4.1837 -1.4225 -5.0047  0.43
H67 3.6874 1.9462 -4.1147  0.21
H68 4.8100 0.6586 -4.7482  0.41
H69 4.4881 0.7710 -3.0228  0.08
C25 -5.6162 6.6721 -3.9692  -0.61
O13 -4.5600 6.6139 -3.0696  -0.45
C26 -3.3176 6.0840 -3.6028  -0.51
C27 -3.3037 4.5929 -3.8305  0.00
N16 -4.1582 4.0460 -4.8891  -0.13
C28 -3.8575 2.6390 -4.9977  0.26
C29 -4.5309 2.0246 -6.2829  -0.92
O14 -3.9109 2.7046 -7.3493  -0.33
C30 -4.5336 2.4056 -8.5943  -0.80
H70 -6.2261 5.7683 -3.9875  0.11
H71 -5.2496 6.8517 -4.9962  0.31
H72 -6.2166 7.5451 -3.7146  0.30
H73 -2.5490 6.3193 -2.8427  0.07
H74 -3.0519 6.6189 -4.5350  0.46
H75 -3.5610 4.0396 -2.9195  -0.10
H76 -2.2379 4.2357 -4.0108  0.25
H77 -3.9929 4.4931 -5.7919  0.32
H78 -4.2255 2.1099 -4.0978  -0.35
H79 -2.7676 2.3946 -5.0851  0.31
H80 -5.5899 2.2191 -6.2687  0.41
H81 -4.4223 0.9258 -6.3287  0.44
H82 -5.6096 2.3550 -8.5774  0.33
H83 -4.0284 1.5279 -9.0129  0.28
H84 -4.2320 3.1578 -9.3243  0.27
C31 5.4590 -7.0264 -4.6243  -0.92
O15 5.9477 -6.5024 -3.4696  -0.15
C32 5.4990 -7.1869 -2.3432  -0.55
C33 5.8531 -6.5519 -0.9949  -0.74
N17 5.1852 -5.2695 -0.8120  0.42
C34 5.4076 -4.6683 0.5095  -1.41
C35 4.5573 -3.4033 0.7984  0.05
O16 5.0561 -2.3461 0.0005  0.01
C36 4.2339 -1.1685 0.2388  0.41
H85 5.8759 -6.3803 -5.4010  0.27
H86 4.3782 -7.2355 -4.7344  0.34
H87 5.9285 -8.0020 -4.8337  0.37
H88 5.8407 -8.2669 -2.3213  0.34
H89 4.4125 -7.3631 -2.4180  0.15
H90 6.9257 -6.5302 -0.7732  0.30
H91 5.3850 -7.2419 -0.2761  0.51
H92 5.3981 -4.6214 -1.5549  -0.22
H93 6.4909 -4.4654 0.6564  0.26
H94 5.1924 -5.4279 1.2696  0.70
H95 4.6267 -3.1620 1.8864  0.30
H96 3.5000 -3.6092 0.5629  -0.06
H97 4.5120 -0.7317 1.2026  -0.43
H98 3.1456 -1.3381 0.2712  -0.24
H99 4.5841 -0.4745 -0.5367  0.22
C37 -5.8792 -1.8051 1.1387  0.37
O17 -6.8076 -1.2536 2.0669  -0.58
C38 -6.8929 0.1162 1.9397  0.66
C39 -7.8493 0.5467 3.0698  -1.35
N18 -7.4492 -0.0452 4.3412  0.06
C40 -8.4270 0.1603 5.3941  -0.83
C41 -8.1034 -0.6853 6.6508  -0.21
O18 -9.2080 -0.4850 7.5641  -0.31
C42 -8.9597 -1.1284 8.8094  -0.65
H100 -6.1367 -1.5638 0.1041  -0.09
H101 -5.8563 -2.8696 1.3111  0.30
H102 -4.8861 -1.3607 1.3879  -0.24
H103 -7.1904 0.4926 0.9591  0.22
H104 -5.9269 0.5344 2.2470  -0.40
H105 -8.8991 0.2999 2.9599  0.58
H106 -7.7682 1.6281 3.1521  0.42
H107 -7.5151 -1.0444 4.1843  0.14
H108 -9.4249 -0.1591 5.0197  0.36
H109 -8.4458 1.2140 5.7068  0.28
H110 -7.1562 -0.3886 7.0994  0.19
H111 -8.1514 -1.7580 6.4384  0.34
H112 -8.7366 -2.2023 8.6342  0.28
H113 -9.8588 -1.0247 9.4481  0.24
H114 -8.0938 -0.6465 9.3305  0.25
C43 5.3549 4.9267 -1.1056  -0.56
O19 6.3701 5.9332 -1.1354  -0.39
C44 6.7626 6.4097 0.1485  -0.38
C45 7.9937 7.2688 -0.0602  -0.80
N19 9.1977 6.4888 -0.3489  -0.19
C46 10.3760 7.2746 -0.7146  -0.84
C47 11.6894 6.5661 -0.8786  -0.48
O20 11.9884 6.0357 0.4215  -0.30
C48 13.3786 5.6293 0.5082  -0.72
H115 5.0686 4.7485 -2.1464  0.30
H116 4.4584 5.4034 -0.6991  0.36
H117 5.5801 4.0261 -0.5000  0.17
H118 7.0022 5.5550 0.7667  0.24
H119 5.9818 6.9817 0.6604  0.38
H120 8.1488 7.7650 0.9312  0.39
H121 7.6810 8.0989 -0.7439  0.29
H122 9.0254 5.8704 -1.1513  0.21
H123 10.4602 8.1061 -0.0020  0.38
H124 10.0842 7.7498 -1.6693  0.45
H125 12.4625 7.2762 -1.2125  0.38
H126 11.5926 5.7306 -1.5622  0.31
H127 13.4787 5.2225 1.5120  0.24
H128 13.9554 6.5500 0.3610  0.30
H129 13.7332 4.8622 -0.2048  0.28
C49 1.0665 0.7420 8.9837  -0.87
O21 1.5982 1.8646 8.3971  -0.03
C50 2.4884 2.5106 9.2098  -0.97
C51 2.7626 3.8599 8.5915  -0.31
N20 3.4654 3.7010 7.3022  -0.20
C52 3.5739 4.9368 6.4882  -0.96
C53 2.2689 5.6285 5.9740  -0.76
O22 1.7079 4.7777 4.9478  0.33
C54 0.6175 5.5442 4.3440  -0.54
H130 1.8032 -0.0428 9.2001  0.34
H131 0.3506 0.3252 8.2857  0.16
H132 0.5525 0.9841 9.9414  0.38
H133 3.4066 1.9119 9.2172  0.37
H134 2.1615 2.5824 10.2598  0.47
H135 3.4614 4.3717 9.2756  0.45
H136 1.8415 4.4339 8.5814  0.23
H137 2.8795 3.0643 6.7357  0.08
H138 4.0856 4.6614 5.5830  0.07
H139 4.2127 5.6085 7.0782  0.54
H140 2.4822 6.6091 5.5467  0.53
H141 1.5299 5.8062 6.7497  0.47
H142 1.0615 6.1041 3.4969  0.34
H143 -0.0018 6.1357 5.0208  0.39
H144 0.0152 4.7850 3.8227  -0.30
C55 -2.9700 -1.2828 -0.9323  -0.08
O23 -2.7369 -0.0454 -0.3433  1.57
C56 -3.0859 1.0654 -1.1606  0.71
C57 -2.7421 2.3221 -0.3101  -0.62
N21 -1.3312 2.5929 -0.1423  1.27
C58 -0.5760 1.6756 0.6714  1.49
C59 0.9134 2.1049 0.7795  -0.77
O24 1.3877 2.3969 -0.5070  -0.21
C60 2.7446 2.6287 -0.5847  -0.13
H145 -4.0256 -1.4113 -1.2042  -0.07
H146 -2.7844 -2.0404 -0.1962  -0.87
H147 -2.3623 -1.4305 -1.8207  0.33
H148 -4.1210 0.9590 -1.5064  -0.62
H149 -2.5118 1.0323 -2.1137  -0.35
H150 -3.1543 2.1681 0.7077  -0.05
H151 -3.2967 3.1444 -0.7700  -0.41
H152 -0.8804 2.8529 -1.0212  0.14
H153 -0.5229 0.6527 0.3099  0.08
H154 -0.9750 1.6986 1.6882  -1.30
H155 1.5401 1.2899 1.1859  0.13
H156 1.0146 2.9936 1.4430  0.06
H157 3.0036 2.6984 -1.6594  -0.05
H158 3.2390 1.7840 -0.0817  0.00
H159 3.0980 3.5735 -0.1453  0.07
C61 0.2723 -2.1705 0.9467  -1.06
O25 0.9698 -3.3641 1.2364  -0.29
C62 0.0854 -4.3961 1.6847  -0.05
C63 0.8235 -5.7047 1.8952  -1.04
N22 1.3693 -6.1427 0.6145  -0.23
C64 2.3580 -7.2471 0.5156  0.79
C65 1.7767 -8.6502 0.8953  -0.73
O26 2.3091 -9.6362 0.0463  -0.42
C66 1.7689 -9.5914 -1.2610  -0.61
H160 -0.5575 -2.3957 0.2648  1.33
H161 0.9913 -1.5797 0.3849  -0.11
H162 -0.0843 -1.6151 1.8223  -0.05
H163 -0.7200 -4.5328 0.9426  0.20
H164 -0.3348 -4.1097 2.6533  0.02
H165 0.1218 -6.4531 2.2771  0.49
H166 1.5908 -5.5043 2.6721  0.34
H167 1.7001 -5.3228 0.1331  0.01
H168 3.2185 -7.0021 1.1576  -0.04
H169 2.7635 -7.2036 -0.4778  -0.37
H170 0.6803 -8.6281 0.8373  0.40
H171 2.1417 -8.7491 1.9161  0.36
H172 0.6987 -9.4395 -1.0902  0.35
H173 2.0059 -10.5014 -1.8128  0.23
H174 2.0878 -8.7006 -1.8123  0.19
C67 2.0896 -1.1844 3.7206  0.06
O27 1.1976 -0.0701 3.9118  0.64
C68 1.4061 0.5958 5.1298  -1.12
C69 0.5554 1.8241 5.1250  -0.67
N23 -0.8660 1.4833 5.1804  0.39
C70 -1.6964 2.6558 4.8761  -0.30
C71 -3.2002 2.3949 5.0490  -0.30
O28 -3.4215 1.9702 6.3169  -0.37
C72 -4.7685 1.6624 6.6184  -0.75
H175 1.8548 -1.9667 4.4720  0.24
H176 3.1370 -0.8499 3.7550  0.17
H177 1.7916 -1.5840 2.7855  -0.53
H178 2.4468 0.9712 5.1318  0.25
H179 1.2252 -0.0073 6.0400  0.34
H180 0.6996 2.3657 4.1909  -0.73
H181 0.8632 2.4926 5.9499  0.76
H182 -1.1018 1.0749 6.0953  0.59
H183 -1.6241 2.9945 3.8467  -0.19
H184 -1.4080 3.4866 5.5318  0.24
H185 -3.6152 1.6962 4.2806  -0.13
H186 -3.6783 3.3842 4.9113  0.53
H187 -5.3481 2.5677 6.8953  0.27
H188 -4.7021 0.9200 7.3867  0.42
H189 -5.2704 1.2314 5.7478  0.17
C73 -4.2502 -7.3343 -9.4013  -0.69
O29 -4.1653 -6.5210 -8.2603  -0.26
C74 -3.0542 -5.6754 -8.1792  -0.56
C75 -3.2107 -4.9039 -6.9346  -0.30
N24 -2.0947 -4.0573 -6.6704  -0.29
C76 -2.3669 -3.0520 -5.6206  -0.24
C77 -1.0706 -2.1734 -5.3470  -0.87
O30 -1.3977 -1.1486 -4.4694  0.07
C78 -0.2218 -0.3494 -4.2891  -0.56
H190 -3.3620 -8.0377 -9.4393  0.27
H191 -4.2046 -6.7194 -10.3244  0.29
H192 -5.1903 -7.9068 -9.3053  0.21
H193 -3.0931 -4.9391 -9.0124  0.30
H194 -2.0771 -6.2129 -8.3039  0.33
H195 -3.5660 -5.5603 -6.1465  0.17
H196 -4.0231 -4.2083 -7.1408  0.25
H197 -1.2787 -4.5750 -6.3412  0.28
H198 -2.6234 -3.6070 -4.7034  0.15
H199 -3.1508 -2.3657 -5.9990  0.28
H200 -0.7489 -1.7703 -6.3200  0.37
H201 -0.2357 -2.7519 -4.8764  0.27
H202 0.5483 -0.9957 -3.8752  -0.06
H203 -0.4529 0.5828 -3.7441  0.03
H204 0.1234 -0.0792 -5.2964  0.48

=====

Here is a molecular structure, C4H6I2 at a distorted geometry from the Open Molecules 2025 dataset. Energies are from wB97M-V/def2-TZVPD.

Calculated values
* 2S+1: 1
* max |F|: 0.0893 Eh/bohr

Each line ends with the natural charge from an NBO analysis.
CARTESIAN COORDINATES (ANGSTROEM)
C1 -3.5400 1.2583 -1.1304  -0.52
C2 -2.4194 0.6517 -0.8161  -0.16
C3 -2.2903 0.4171 2.2428  -0.68
C4 -1.6975 1.2265 1.1320  -0.26
I1 -0.9734 -0.5488 -1.7701  0.21
I2 0.4212 1.1989 1.0058  0.12
H1 -3.9274 1.1444 -2.1765  0.22
H2 -3.9423 2.1514 -0.6641  0.23
H3 -2.0304 -0.5597 2.0168  0.22
H4 -1.8040 0.6277 3.2440  0.23
H5 -3.4674 0.5649 2.5063  0.23
H6 -1.9823 2.1860 1.1222  0.16

=====

The HOMO-LUMO gap results, record by record, are as follows: 8.0 9.2 eV.
The ΔE to the lowest compared entry with this formula, charge and spin results, record by record, are as follows: 0.0 57.5 kcal/mol.